Entry 1:
110
Properties=species:S:1:pos:R:3:forces:R:3 method="wB97M-V/def2-TZVPD" homo_energy_ev=-9.15 gap_ev=7.75 de_lowest_kj_mol=2780.05 smiles="O=[N+]([O-])c1ccccc1.O=[N+]([O-])c1ccccc1.O=[N+]([O-])c1ccccc1.O=[N+]([O-])c1ccccc1.O=[N+]([O-])c1ccccc1.O=[N+]([O-])c1ccccc1.O=[N+]([O-])c1ccccc1.CN(C)C=O"
H -11.1373 -31.9268 -29.3384 1.576 -0.490 -0.664
H -7.7067 -30.1720 -31.4944 0.936 0.231 -0.632
C -15.4404 -37.6725 -18.7250 0.819 0.747 -2.401
O -19.0874 -39.4991 -31.8840 0.940 2.549 -3.596
O -10.1817 -33.8471 -20.6542 3.054 4.952 -1.508
C -14.9687 -31.3392 -34.9686 1.190 2.106 0.913
N -13.4272 -34.3563 -28.8555 1.834 1.037 1.759
O -13.4127 -40.9659 -18.5204 -0.361 0.886 0.764
C -8.1740 -31.1050 -31.2959 -2.764 -1.036 2.082
H -19.8322 -38.0955 -33.2380 1.352 -0.803 0.052
C -13.3804 -30.0211 -33.4326 -2.035 -3.556 -2.575
H -12.7755 -32.8626 -24.9957 2.400 0.984 1.575
C -15.6446 -36.4249 -26.2918 2.673 0.180 -6.420
N -12.7271 -40.5240 -19.4086 -0.136 -2.948 -2.551
O -15.5604 -36.5888 -22.8428 3.985 -0.087 0.794
C -11.3302 -31.1865 -24.9464 3.850 4.312 -2.158
C -14.2492 -29.9626 -34.6385 0.377 -4.741 3.415
H -14.4009 -36.6335 -30.2279 -0.138 -0.209 -1.188
C -14.7873 -39.6597 -23.4119 -5.206 -1.982 0.357
C -14.8842 -40.7334 -20.9918 -0.664 1.569 -1.099
H -15.7405 -31.2447 -35.7869 1.069 -0.668 0.956
H -12.8363 -29.1821 -33.2119 1.112 2.127 0.726
C -10.1829 -32.2178 -22.3698 -1.113 1.935 -4.626
C -9.3622 -30.8410 -30.3729 0.579 -7.688 -0.070
C -11.8408 -32.3773 -24.4227 -0.765 0.128 0.981
C -15.6331 -29.1154 -24.7351 4.200 -1.016 -6.418
C -8.6029 -33.5277 -31.4141 -4.012 1.159 3.718
H -12.3803 -31.3672 -32.0216 3.544 0.246 3.726
C -13.0607 -31.2073 -32.7047 -5.813 -3.943 -5.968
H -13.9644 -26.8780 -26.7158 1.717 4.059 -1.269
C -16.1477 -37.5937 -27.2004 1.513 2.908 2.325
H -14.2769 -28.9452 -35.0875 -0.694 -1.384 -0.240
C -7.7983 -32.4598 -31.7863 -4.609 2.150 3.335
H -13.4420 -28.8798 -28.3047 -0.961 0.438 1.520
C -10.1815 -32.0953 -29.9339 1.723 -0.169 -2.482
H -16.3539 -37.3183 -20.6434 -2.084 -0.012 -1.488
H -16.7923 -36.6445 -34.5912 0.764 -0.188 1.420
C -12.9358 -36.7101 -20.1252 -6.005 -2.315 4.207
N -15.1960 -33.9136 -34.8002 0.507 -1.304 3.523
C -14.7942 -30.1730 -27.0501 0.562 -0.173 1.184
O -10.8715 -29.4951 -29.3395 -5.443 1.306 3.766
C -14.9308 -27.8042 -25.1782 -1.509 -6.394 -1.085
C -14.2072 -37.6615 -18.0875 3.613 0.308 2.398
H -15.5362 -41.3441 -20.2159 1.720 1.602 -1.483
H -7.1132 -32.8310 -32.4350 2.745 0.526 -1.966
H -16.6139 -40.5648 -22.1102 -3.079 -0.463 -0.953
C -9.5276 -31.0100 -23.0888 -0.747 0.583 -3.054
H -18.4163 -36.7946 -34.3793 -4.138 2.620 0.006
H -16.3520 -38.6995 -31.8123 -0.817 -0.941 -1.666
H -12.2137 -36.4766 -20.7376 4.558 1.503 -2.463
H -10.2935 -34.2490 -30.2551 -3.395 -5.291 1.602
C -14.7036 -32.6165 -34.2545 3.658 3.561 1.021
O -12.8166 -33.6745 -27.9454 -1.761 -1.681 -2.899
H -11.8185 -36.9178 -18.1301 -1.779 -0.818 -0.676
H -12.8717 -39.0876 -24.2172 -0.798 -0.109 1.207
O -8.6494 -32.0475 -20.5495 -3.597 -2.947 -1.901
O -13.2714 -34.1622 -30.0689 -0.541 -0.579 2.141
H -16.1229 -29.2679 -23.8578 -1.378 0.033 2.433
N -16.1685 -31.6015 -25.1625 -2.447 1.197 -2.514
C -9.8102 -33.4612 -30.4933 5.493 10.692 -2.086
O -16.3460 -33.9725 -35.2252 1.868 -0.244 -0.282
C -13.4740 -39.3814 -23.3126 4.754 -1.721 3.172
H -14.8563 -31.1101 -27.8922 0.350 2.875 2.765
O -17.2728 -31.4435 -24.5222 3.866 -1.357 -1.286
O -14.4591 -34.8982 -34.4181 -2.405 2.242 -2.092
C -13.4999 -40.2780 -20.7354 0.164 0.670 -5.439
O -9.1087 -28.6910 -30.3011 -0.519 1.779 1.877
H -16.0186 -38.3100 -29.1154 -1.226 -3.127 -2.369
C -14.7298 -35.3778 -26.8608 -0.980 -2.940 -2.784
C -18.9293 -38.7106 -32.8789 0.119 -1.156 2.355
H -15.5372 -36.4493 -25.2786 -0.891 -0.254 2.837
C -14.0287 -28.8942 -27.3313 -3.048 -2.583 2.392
N -9.8232 -29.5477 -29.7662 6.663 -2.164 -7.485
C -14.2396 -36.7147 -20.9115 -1.685 -3.267 5.728
C -15.4567 -37.2176 -20.1667 4.624 0.439 1.932
C -17.6157 -37.3446 -34.5284 2.858 -3.743 -0.896
O -15.7641 -32.5797 -25.8115 -1.079 0.265 2.196
H -8.4640 -34.5401 -31.6533 0.890 -1.020 -0.965
H -16.4493 -40.0060 -33.1743 0.788 -0.360 0.391
O -13.3929 -36.0617 -22.8890 0.914 -0.007 -1.610
N -17.7090 -38.4636 -33.5256 -1.349 1.536 0.809
H -9.4036 -29.7217 -24.9303 0.768 1.615 -1.208
C -15.8223 -37.5265 -28.5360 3.567 4.682 -0.364
C -14.8856 -36.4837 -29.3054 -0.468 0.870 8.382
H -15.2509 -39.5101 -24.4960 0.660 -0.132 2.723
C -12.6668 -39.7778 -22.0436 -7.133 -0.312 2.306
C -15.6479 -40.3173 -22.2847 9.152 0.970 1.634
H -17.5145 -37.7909 -35.5258 -0.778 0.041 0.016
H -16.6661 -38.5232 -26.7526 0.788 1.907 -0.848
H -15.7022 -38.3497 -33.3352 1.042 0.012 -1.011
C -14.2164 -27.7585 -26.3493 -1.076 -6.162 -1.187
H -16.3880 -38.0682 -18.1695 1.945 0.871 -1.414
H -15.0785 -26.9127 -24.7154 -0.570 2.154 1.810
H -14.2478 -34.5369 -26.3393 -0.633 -0.803 0.195
C -13.6267 -32.6313 -33.1052 -1.781 2.915 -1.999
C -16.4777 -38.9532 -32.9454 -0.727 0.493 2.130
O -11.5067 -40.6653 -19.4646 -0.958 1.407 -0.059
H -14.1738 -38.0874 -16.9309 0.038 1.252 -3.230
H -11.7000 -39.6139 -21.6959 1.904 0.559 -0.566
C -11.3762 -32.8933 -23.1418 5.472 7.286 -1.678
H -8.5098 -30.4905 -22.9365 -1.706 -1.488 1.077
H -13.3382 -33.6576 -32.6039 -0.581 2.580 -1.042
N -9.5904 -32.7189 -21.1039 -0.721 -1.699 1.654
C -10.0322 -30.3649 -24.4335 -4.751 -8.892 5.729
H -11.6478 -30.6487 -25.9866 0.103 -1.984 2.601
C -14.2827 -35.4693 -28.3197 -3.734 -1.976 -0.767
H -11.7862 -33.6898 -22.7871 -2.373 -4.841 2.448
C -15.4867 -30.3838 -25.6163 1.505 6.626 -0.527
C -12.7974 -37.1343 -18.6750 -4.630 0.565 -3.516
N -14.3574 -36.5082 -22.3589 -4.275 0.920 1.662


Entry 2:
27
Properties=species:S:1:pos:R:3:forces:R:3 method="wB97M-V/def2-TZVPD" homo_energy_ev="-6.83 / -4.98" multiplicity=6 gap_ev="6.79 / 4.53"
C -0.9522 -1.1419 -1.8909 0.883 0.104 -1.127
H 1.0789 -0.1762 4.5834 -0.199 -0.050 0.251
H 0.0498 2.1849 2.7096 -0.032 0.216 -0.371
C -0.8380 -1.0490 5.1563 0.578 0.439 0.229
Dy -0.0247 -0.3270 0.2246 -0.135 -0.670 2.549
C 0.4024 -1.6431 -1.7732 -0.306 0.265 -1.568
C -1.9217 -1.7890 4.6684 -1.127 0.116 1.299
C 0.1914 -0.7416 4.3224 0.148 0.472 0.975
C -1.9344 -2.2377 3.3672 0.694 -0.566 -1.638
H -0.8188 -0.7114 6.1957 0.091 -0.122 -0.405
C -0.8748 0.2743 -2.0914 0.428 -0.752 -0.749
H 1.1136 3.1251 1.0950 -0.135 0.178 0.081
H 0.8918 1.6314 -2.3846 -0.141 -0.289 0.342
S -0.6809 -2.8070 1.0132 0.440 -0.155 -0.420
H 2.3915 -0.5954 -1.9409 -0.576 0.102 0.069
P 0.0174 2.2646 1.2853 0.049 0.707 0.720
H -2.7506 -2.8261 2.9249 0.424 0.236 0.479
H 1.0812 -1.0790 2.4985 -1.195 -0.849 0.800
N 0.1665 -1.1507 3.0009 1.152 0.118 -1.637
H -1.0603 3.1524 1.1368 0.102 0.216 0.098
H -1.8689 -1.7428 -1.8540 0.548 0.339 0.082
C 0.5083 0.6488 -2.1045 -0.226 -0.413 -0.674
H -1.7198 0.9229 -2.3303 0.322 -0.167 0.305
H 0.6998 -2.6973 -1.6574 -0.263 0.782 0.033
C -0.8319 -2.0548 2.5491 -0.856 0.033 0.494
H -2.7499 -2.0418 5.3178 0.048 0.122 0.053
C 1.2970 -0.5303 -1.9341 -0.714 -0.412 -0.270


Entry 3:
85
Properties=species:S:1:pos:R:3:forces:R:3 method="wB97M-V/def2-TZVPD" homo_energy_ev=-6.31 gap_ev=6.03 de_lowest_kj_mol=290.17
S -3.1183 -1.5484 -1.5274 0.252 0.184 -0.374
C 1.3169 -3.6855 -1.3878 0.037 0.133 0.127
C 2.9259 1.4425 -0.1804 -0.520 -0.473 0.297
C 0.7645 -4.9484 -1.3704 0.030 -0.046 0.121
H 0.3570 2.1229 -2.0970 -0.047 0.004 0.014
C -2.5630 1.4099 4.4219 -0.015 0.009 -0.020
H 2.9799 1.7851 0.8494 0.081 0.127 0.045
S -0.2003 -2.2806 1.7220 -0.532 0.424 -0.893
C 5.3669 1.7238 -0.3856 0.320 0.024 0.142
H -1.3086 3.7807 0.6812 -0.057 0.133 -0.232
C -3.6714 -2.1845 -0.1087 -0.304 -0.210 -0.133
C -4.6792 -3.3612 2.1779 0.001 0.049 0.006
H 3.4249 -1.5771 -2.2880 -0.077 0.010 -0.051
C -2.7332 2.6669 4.9947 0.117 0.116 0.022
C -0.1733 1.5708 -2.8649 0.042 0.103 -0.046
H 6.3556 0.5002 -2.5123 -0.042 0.046 0.035
H -3.1547 0.5744 4.7749 0.003 -0.014 0.033
O -3.7018 2.9185 0.4172 0.030 -0.160 -0.016
H -1.4276 3.2582 -1.0144 0.025 0.093 0.061
H 5.0937 -1.5411 0.1669 0.000 0.011 0.062
H -5.4005 -2.8487 -0.9612 -0.012 -0.016 -0.004
N 0.8335 -2.6580 -2.0912 -0.079 0.225 -0.232
N -0.7495 -1.8895 -3.6779 -0.114 0.276 0.194
C -1.0374 3.5370 3.5122 -0.020 0.058 -0.005
C -1.5061 0.0992 -4.6893 -0.002 0.110 0.053
H -2.1270 1.9369 -5.5750 0.000 0.013 -0.019
N 5.6233 0.3427 -0.5604 0.172 -0.164 0.041
H 5.3575 1.9788 0.6742 -0.064 0.068 -0.035
O 1.2587 3.2015 1.8487 -0.350 0.155 0.133
N -4.8907 -2.8406 -0.0906 0.196 0.161 0.233
H 1.2009 -5.7342 -0.7714 0.031 0.034 0.032
C -1.9522 3.7233 4.5329 -0.029 -0.065 -0.038
C 3.1961 -0.5408 -2.0343 0.072 -0.101 0.311
C -0.8970 -4.1172 -2.8552 -0.124 0.017 0.011
H -5.0382 -3.8127 3.0880 -0.033 -0.014 -0.005
C 1.2760 -2.6537 2.6074 -0.222 -0.317 -0.051
O 0.9864 0.7809 1.9061 -0.298 -0.165 0.036
H 3.8774 3.1108 -0.8768 0.074 -0.002 -0.056
C 3.9899 1.6901 -2.4186 0.031 -0.099 -0.352
H -2.8203 -2.5933 3.0138 0.032 -0.018 0.001
C -3.7369 2.9106 6.0860 -0.011 -0.020 -0.096
H -1.5044 0.2262 2.9726 -0.024 -0.017 0.062
C -5.3900 -3.4150 1.0221 0.011 -0.023 0.194
S 0.5055 -3.9572 3.3588 0.320 -0.250 0.468
H -0.4074 4.3440 3.1650 -0.027 0.028 0.007
H 4.8634 -0.2277 1.3125 -0.012 -0.047 0.003
C -3.4448 -2.6723 2.1287 -0.115 -0.080 -0.091
N 4.2745 0.3094 -2.5615 0.006 -0.058 -0.243
H 4.7448 2.2871 -2.9373 -0.020 0.061 0.119
C -2.7104 2.2023 0.3427 0.031 0.538 -0.111
C 4.7536 -0.5082 0.2629 -0.331 -0.255 0.072
H 1.9570 1.7665 -0.5582 0.065 0.234 -0.111
H 2.2508 -0.2902 -2.5147 -0.006 -0.059 -0.060
C -0.3876 -5.1597 -2.1132 -0.028 0.128 -0.074
C -0.2484 -2.8745 -2.8229 0.213 -0.247 0.158
C 5.5611 -0.0211 -1.9698 -0.003 0.087 -0.014
H -0.8852 -6.1204 -2.0975 -0.005 -0.009 -0.064
N -2.9738 -2.1184 1.0462 0.020 0.114 0.163
C -0.8624 2.2323 -3.8531 0.072 0.171 -0.056
P 2.9262 -0.4208 -0.1776 0.458 0.178 -0.626
S 0.3498 2.0755 1.6904 1.436 0.726 0.038
H -1.8003 -4.2365 -3.4396 -0.026 -0.018 0.004
H 2.9993 1.9137 -2.8161 -0.007 0.079 0.110
H -2.0253 -0.5253 -5.4046 -0.009 -0.003 -0.012
C -1.6474 1.2103 3.4034 0.012 -0.169 -0.130
H -3.4383 3.7642 6.6925 -0.034 0.002 0.047
H 2.1996 -3.4712 -0.7953 0.005 0.023 0.080
C -0.7689 -0.4999 -3.6480 0.220 0.215 -0.142
C -1.3644 2.9120 0.0198 -0.528 -0.212 -0.012
H -0.8669 3.3115 -3.8981 0.001 0.020 0.061
O -2.6686 0.9350 0.5011 0.567 -0.809 -0.128
S 2.7916 -2.0724 2.6732 0.303 0.140 0.079
N -0.2130 2.0477 0.1856 -0.169 -0.997 0.764
C -0.8975 2.2799 2.9461 0.152 0.186 -0.231
N 4.0151 2.1023 -0.9575 -0.067 0.157 0.044
C -1.5545 1.4684 -4.7862 -0.045 -0.228 0.036
H 6.1205 2.3199 -0.9065 -0.094 0.030 -0.036
H -3.8486 2.0439 6.7357 -0.013 -0.031 -0.004
H -1.4990 -2.2456 -4.2483 0.043 -0.014 -0.035
N -0.1176 0.2388 -2.7413 -0.262 -0.783 0.066
H -2.0617 4.7025 4.9815 0.004 0.021 0.010
In -0.6843 -0.2514 0.1435 -0.687 0.467 0.291
H -4.7109 3.1370 5.6479 -0.043 -0.018 0.047
H -6.3530 -3.8988 0.9410 0.004 0.007 -0.085
H 5.7238 -1.0938 -2.0624 0.017 0.016 -0.009


Entry 4:
31
Properties=species:S:1:pos:R:3:forces:R:3 method="wB97M-V/def2-TZVPD" homo_energy_ev=-5.20 gap_ev=7.51 total_charge=-1
H 0.4104 1.0205 -0.6317 -2.006 -1.580 -0.275
C -1.1260 -2.2745 -3.5665 1.271 0.167 1.569
O -0.2756 -0.7975 -1.5158 -4.182 -0.498 -2.905
O -0.8354 -2.4554 1.6070 -4.155 -1.173 1.489
C 3.3322 4.0674 -0.9250 0.103 -0.183 0.106
H -2.9208 1.2798 1.4856 0.041 -2.218 1.255
I 3.2932 -0.9748 1.1434 -0.770 0.670 0.335
H 3.7487 3.0862 -1.1657 -0.116 -0.079 0.301
H -0.8174 -1.6742 -4.5350 -0.858 -1.134 2.103
B -2.1377 -3.0954 1.8858 1.843 1.222 -0.807
H 1.0915 -0.3722 3.5136 -0.778 1.732 -1.651
H -1.4300 1.0566 -1.0357 1.452 -1.664 0.328
O -2.8712 0.4029 2.0087 0.687 1.787 -1.065
H -0.1727 -2.9027 -3.2210 -2.095 1.245 -0.917
C 1.9991 0.7194 1.7207 -0.807 6.991 -0.856
H -2.3018 -2.9853 3.9527 0.012 -1.250 -1.621
O 2.2866 1.9111 1.1644 -1.709 -7.481 3.330
H 2.3058 3.9480 -0.5704 0.230 0.009 -0.121
C 0.7307 0.4778 2.7621 2.889 -0.606 0.434
C -0.5788 0.3523 -0.6519 0.761 1.911 0.869
O 3.3269 4.8771 -2.0862 0.447 0.450 -0.610
H -2.0467 -2.9832 -3.7208 1.835 1.669 0.286
H 3.9305 4.5481 -0.1470 -0.063 -0.187 0.205
H -2.8893 -4.1656 0.3862 -0.641 2.095 0.523
O -2.5064 -3.6302 3.2113 0.453 2.085 -1.191
O -2.7265 -0.9778 -2.0293 7.859 -1.048 -1.134
H 4.2504 4.9653 -2.3775 -0.620 -0.028 0.117
In -0.9800 -0.3651 1.5028 -0.051 0.543 -1.202
O -3.0870 -3.2289 0.7294 2.200 -2.492 1.855
C -1.4453 -1.2551 -2.2797 -4.078 0.576 0.814
H 0.4426 1.4253 3.3856 0.843 -1.531 -1.566


| no. | E_tot (eV) |
| --- | --- |
| 1 | -89930.9725 |
| 2 | -56275.3638 |
| 3 | -121916.1373 |
| 4 | -36780.5352 |